Density functional theory data (the ωB97M-V functional and the def2-TZVPD basis) for 5 unconnected molecules or ions with the total composition C16H33N5O11P.

Values from the calculation:
spin multiplicity = 1
HOMO energy = -0.14367 Ha
frontier orbital gap = 5.4 eV
net charge = -1
strongest force on any atom = 0.9 eV/A

Each line ends with the natural charge from an NBO analysis.
Cartesian coordinates (Å):
O1 -2.115 -0.074 3.465  -0.7106
C1 -1.862 -0.731 2.274  0.2933
C2 -1.271 -1.983 2.275  -0.2722
C3 -1.015 -2.619 1.068  -0.1983
C4 -1.361 -2.005 -0.124  -0.2409
C5 -1.951 -0.752 -0.104  -0.2067
C6 -2.220 -0.090 1.084  -0.0810
C7 -2.857 1.281 1.111  -0.2317
N1 -1.949 2.391 1.368  -0.6281
C8 -0.586 2.292 0.848  -0.2180
C9 0.433 1.706 1.845  -0.4310
C10 1.875 2.212 1.672  -0.3989
C11 2.871 1.146 1.206  0.0720
C12 2.834 -0.164 2.028  -0.0801
O2 4.117 -0.497 2.431  -0.8329
P1 5.361 0.373 1.461  0.9791
O3 4.169 1.671 1.327  -0.8511
H1 -1.310 -0.093 3.995  0.4871
H2 -1.020 -2.443 3.225  0.2112
H3 -0.550 -3.596 1.071  0.2183
H4 -1.183 -2.502 -1.070  0.2194
H5 -2.207 -0.285 -1.051  0.2227
H6 -3.594 1.287 1.919  0.2030
H7 -3.417 1.427 0.181  0.1819
H8 -1.937 2.606 2.354  0.3528
H9 -0.588 1.726 -0.085  0.2099
H10 -0.252 3.303 0.589  0.1809
H11 0.057 1.915 2.853  0.1780
H12 0.417 0.618 1.736  0.2089
H13 2.260 2.607 2.617  0.2023
H14 1.884 3.052 0.968  0.1900
H15 2.685 0.953 0.140  0.1640
H16 2.125 -0.112 2.870  0.1353
H17 2.416 -0.958 1.379  0.1428
H18 6.272 -0.752 1.569  -0.1598
H19 4.782 -0.245 0.271  -0.1846
H20 6.321 1.122 0.679  -0.1664
H21 5.833 0.958 2.690  -0.1612
C13 5.170 4.620 -0.038  -0.5043
N2 4.963 4.532 -1.510  0.5398
O4 4.210 5.339 -2.027  -0.4123
O5 5.566 3.671 -2.109  -0.3726
H22 4.572 5.447 0.324  0.2130
H23 4.861 3.662 0.395  0.3015
H24 6.231 4.787 0.121  0.2220
C14 0.129 -0.450 -3.697  -0.4891
N3 0.208 0.496 -2.552  0.5381
O6 0.890 0.161 -1.613  -0.3479
O7 -0.450 1.515 -2.630  -0.3982
H25 0.774 -1.294 -3.482  0.2312
H26 -0.908 -0.755 -3.778  0.2421
H27 0.452 0.086 -4.585  0.2242
C15 -4.976 -4.174 0.385  -0.4846
N4 -3.786 -4.460 -0.461  0.5467
O8 -2.863 -5.050 0.049  -0.3468
O9 -3.820 -4.054 -1.606  -0.4143
H28 -4.795 -4.582 1.372  0.2337
H29 -5.092 -3.095 0.416  0.2447
H30 -5.832 -4.640 -0.093  0.2238
C16 -4.679 -2.652 -4.091  -0.4803
N5 -3.449 -1.995 -3.573  0.5427
O10 -2.400 -2.592 -3.685  -0.3723
O11 -3.581 -0.903 -3.064  -0.3797
H31 -4.400 -3.612 -4.506  0.2313
H32 -5.359 -2.760 -3.252  0.2413
H33 -5.102 -1.993 -4.843  0.2269